Record 1
Below is a molecular structure, C18H13Br30ClFN3O2S at a distorted geometry, with properties calculated with ωB97M-V with the def2-TZVPD basis set.

XYZ file:
```
69
Properties=species:S:1:pos:R:3:forces:R:3:nbo_charge:R:1
O 2.151 -3.011 1.998 -4.420 4.036 -0.599 -0.522
C 1.276 -2.111 1.858 4.975 -3.903 0.886 0.917
F 0.798 -1.519 3.066 2.135 -0.435 -2.879 -0.322
N 0.839 -1.674 0.471 3.091 1.386 1.943 -0.702
C 1.430 -0.278 0.365 -0.533 3.415 -1.123 0.683
O 0.794 0.706 -0.068 2.402 -4.307 1.804 -0.451
C 2.989 -0.174 0.817 1.184 -0.844 -1.709 -0.159
C 4.012 -0.754 -0.195 0.316 1.911 4.242 -0.011
Cl 3.526 -1.496 -1.810 0.552 1.133 2.500 0.017
C 5.534 -0.712 0.213 -0.906 1.284 2.903 -0.211
C 5.990 -0.129 1.577 -3.261 -0.519 -1.849 -0.205
C 4.896 0.441 2.542 -2.684 0.724 1.460 0.102
N 4.993 1.010 3.873 -1.906 -0.944 -2.797 -0.574
S 3.440 1.432 4.445 1.183 -2.244 -3.672 0.886
N 2.383 0.984 3.144 5.788 -1.215 -0.983 -0.540
C 3.352 0.448 2.212 0.462 -0.706 -1.771 0.114
H 1.462 -2.238 -0.156 -0.490 0.225 0.784 0.429
H 6.312 -1.158 -0.507 -1.406 0.852 1.299 0.256
H 7.077 -0.095 1.939 -1.885 -0.156 -0.875 0.260
C 5.568 -0.278 -5.456 -0.022 0.046 -0.127 -0.493
Br 3.645 -0.218 -5.699 0.362 -0.054 0.111 0.097
Br 6.110 0.589 -3.808 -0.086 -0.157 -0.255 0.081
Br 6.255 -2.089 -5.578 -0.156 0.335 0.080 0.086
H 6.012 0.287 -6.274 -0.111 -0.163 0.252 0.226
C -0.666 -1.034 -6.566 -0.077 0.026 -0.010 -0.494
Br -0.085 -0.181 -4.924 -0.064 -0.173 -0.308 0.090
Br 0.420 -0.498 -8.081 -0.186 -0.112 0.324 0.087
Br -0.749 -2.964 -6.385 0.057 0.382 -0.030 0.085
H -1.680 -0.689 -6.763 0.308 -0.081 0.057 0.228
C -3.035 -1.282 1.968 0.032 -0.304 0.085 -0.487
Br -3.327 -0.393 3.668 -0.023 -0.156 -0.297 0.074
Br -1.246 -2.024 1.839 -4.866 0.064 -0.146 0.130
Br -4.400 -2.615 1.607 0.108 0.255 0.095 0.065
H -3.120 -0.521 1.193 0.043 -0.216 0.221 0.229
C -4.114 2.016 -7.661 0.073 0.204 0.064 -0.497
Br -3.530 2.867 -6.018 -0.052 -0.238 -0.334 0.098
Br -3.026 2.549 -9.176 -0.086 -0.215 0.379 0.097
Br -4.203 0.086 -7.482 -0.033 0.299 -0.072 0.075
H -5.127 2.364 -7.858 0.301 -0.163 0.054 0.231
C 6.656 -0.872 7.248 0.123 0.038 -0.150 -0.482
Br 6.134 -2.114 8.644 0.050 0.301 -0.253 0.074
Br 6.600 -1.696 5.493 -0.042 0.116 0.389 0.099
Br 5.614 0.763 7.313 0.192 -0.338 0.141 0.090
H 7.693 -0.597 7.438 -0.311 -0.076 -0.029 0.228
C -6.588 1.004 1.603 0.031 -0.142 0.110 -0.495
Br -8.426 1.063 0.985 0.378 0.058 0.155 0.085
Br -5.328 1.103 0.130 -0.236 0.043 0.246 0.079
Br -6.236 2.358 2.947 -0.105 -0.225 -0.335 0.092
H -6.444 0.035 2.081 0.007 0.247 -0.138 0.230
C 2.668 5.887 5.421 -0.005 0.232 0.141 -0.490
Br 0.747 5.621 5.424 0.418 -0.004 -0.040 0.096
Br 3.625 4.225 5.719 -0.184 0.882 0.106 0.080
Br 3.270 6.785 3.810 -0.128 -0.251 0.313 0.095
H 2.901 6.543 6.258 -0.071 -0.187 -0.248 0.227
C -6.502 1.578 -11.290 0.084 -0.186 -0.016 -0.491
Br -8.295 0.981 -11.730 0.367 0.178 0.089 0.097
Br -5.483 2.030 -12.877 -0.236 -0.041 0.350 0.097
Br -6.522 3.033 -10.007 -0.302 -0.126 -0.393 0.079
H -5.995 0.739 -10.813 -0.125 0.247 -0.118 0.227
C -12.147 0.685 -1.112 0.092 -0.027 -0.075 -0.493
Br -13.207 1.793 -2.300 0.179 -0.224 0.270 0.090
Br -11.951 1.492 0.642 -0.120 -0.156 -0.344 0.094
Br -12.840 -1.123 -1.000 0.107 0.384 0.001 0.091
H -11.149 0.618 -1.545 -0.282 0.023 0.128 0.227
C 5.653 -5.415 10.565 -0.011 0.043 -0.045 -0.489
Br 4.714 -4.988 12.207 0.195 -0.113 -0.314 0.089
Br 7.510 -5.870 10.893 -0.382 0.073 -0.050 0.089
Br 4.741 -6.794 9.550 0.198 0.272 0.237 0.094
H 5.650 -4.514 9.952 -0.007 -0.312 0.164 0.217
```
Forces are in eV/Å.

Net charge ... 0
E_tot ... -79186.71751 hartree
F_max ... 0.1242 Eh/bohr
E_LUMO ... -1.86 eV
HOMO-LUMO gap ... 7.40 eV

***

Record 2
Below is a molecular structure, C18H13Cl3N4S4SbTi, with properties calculated with ωB97M-V with the def2-TZVPD basis set.

XYZ file:
```
44
Properties=species:S:1:pos:R:3:forces:R:3:nbo_charge:R:1
Ti 1.195 -0.379 0.090 0.153 0.307 -0.116 1.173
C -0.692 -1.998 2.073 -0.087 -0.018 -0.046 -0.207
C -0.061 -1.811 3.297 0.001 0.025 0.024 -0.198
C -0.011 -0.549 3.870 0.007 -0.037 0.000 -0.189
C -0.594 0.536 3.227 -0.028 0.013 -0.024 -0.222
C -1.237 0.356 2.011 0.002 0.015 0.050 -0.159
C -1.290 -0.913 1.433 0.145 0.002 -0.004 -0.291
H -0.718 -2.984 1.620 0.028 -0.031 0.021 0.264
H 0.404 -2.653 3.793 -0.008 -0.014 -0.012 0.230
H 0.493 -0.408 4.817 -0.002 0.013 0.003 0.222
H -0.542 1.522 3.669 0.004 0.001 0.002 0.223
H -1.708 1.195 1.516 0.008 0.014 -0.006 0.217
H -1.820 -1.067 0.502 -0.030 0.022 0.014 0.231
S 2.334 3.396 -1.810 -0.006 -0.067 0.038 -0.378
Sb 3.540 1.609 -0.780 0.280 0.326 0.026 0.970
S 2.771 -0.370 -1.768 -0.232 -0.271 -0.035 -0.688
S 2.348 1.257 1.298 -0.369 -0.165 0.020 -0.659
N -1.486 1.373 -2.780 0.149 0.032 0.016 -0.517
C -1.462 2.558 -2.056 -0.040 -0.002 -0.073 0.173
C -2.071 3.789 -2.265 0.015 0.019 0.012 -0.254
C -1.839 4.757 -1.308 0.003 0.002 -0.002 -0.191
C -1.026 4.510 -0.191 0.000 0.011 0.007 -0.211
C -0.417 3.289 0.007 -0.013 -0.014 -0.012 -0.188
C -0.652 2.300 -0.947 0.037 -0.030 0.011 0.076
N -0.201 0.985 -1.018 0.096 -0.098 0.178 -0.543
C -0.715 0.485 -2.115 -0.174 -0.122 -0.022 0.409
C -0.510 -0.918 -2.440 0.036 0.210 -0.094 0.078
C -0.679 -1.581 -3.609 -0.029 -0.178 0.136 -0.404
S -0.240 -3.222 -3.383 -0.029 0.011 -0.084 0.530
C 0.162 -2.916 -1.761 0.023 -0.051 0.176 -0.100
N -0.021 -1.673 -1.398 0.169 -0.097 -0.012 -0.519
H -1.975 1.196 -3.640 -0.035 0.023 0.010 0.428
H -2.692 3.984 -3.129 -0.002 -0.010 -0.003 0.223
H -2.289 5.734 -1.425 -0.003 -0.002 -0.004 0.222
H -0.864 5.306 0.523 0.006 -0.004 0.001 0.224
H 0.236 3.093 0.846 -0.012 0.014 0.003 0.254
H -1.001 -1.198 -4.562 -0.022 -0.017 -0.004 0.252
H 0.523 -3.703 -1.092 -0.050 0.048 -0.010 0.305
Cl 4.136 -5.145 0.908 -0.002 -0.051 0.012 0.116
C 2.897 -4.360 1.765 0.099 0.144 -0.109 -0.187
Cl 0.672 -5.358 0.679 -0.082 0.130 -0.110 -0.711
Cl 2.669 -4.714 3.409 -0.031 -0.045 0.076 0.109
C 2.422 -3.154 1.269 -0.014 -0.094 -0.010 0.408
N 2.013 -2.156 0.854 0.037 0.034 -0.040 -0.520
```
Forces are in eV/Å.

Net charge ... 0
E_tot ... -4975.90850 hartree
F_max ... 0.0084 Eh/bohr
E_LUMO (alpha / beta) ... -0.64 / -2.28 eV
Spin multiplicity ... 4
ΔE to the lowest compared entry with this formula, charge and spin ... 0.0 kJ/mol
HOMO-LUMO gap (alpha / beta) ... 7.05 / 6.05 eV

***

Record 3
Below is C18H13N3O9S in the gas phase at a distorted geometry, with properties calculated with ωB97M-V with the def2-TZVPD basis set.

XYZ file:
```
44
Properties=species:S:1:pos:R:3:forces:R:3:nbo_charge:R:1
C 0.326 3.094 -0.676 0.095 0.205 0.015 -0.253
O -0.473 1.937 -0.830 0.242 -0.278 -0.210 -0.512
C 0.086 0.729 -0.634 0.001 -0.392 -0.080 0.333
C 1.436 0.471 -0.474 -0.198 0.169 -0.044 -0.259
C 1.902 -0.843 -0.318 -0.765 0.174 -0.095 -0.125
C 3.274 -1.220 -0.145 0.839 0.033 0.073 0.029
C 4.489 -0.595 -0.084 -0.576 -0.370 -0.024 -0.327
C 4.801 0.834 -0.212 0.029 0.054 -0.003 0.683
O 4.016 1.736 -0.417 -0.115 0.106 -0.020 -0.596
N 6.139 1.164 -0.085 0.041 0.512 -0.051 -0.647
C 7.217 0.337 0.130 -0.198 -0.120 -0.008 0.795
O 8.346 0.739 0.223 0.259 0.097 0.018 -0.585
N 6.876 -0.990 0.227 0.342 -0.341 0.072 -0.647
C 5.614 -1.540 0.138 -0.012 -0.141 0.019 0.680
O 5.478 -2.738 0.244 0.085 -0.136 0.021 -0.589
C 0.966 -1.893 -0.326 0.301 0.213 -0.002 -0.148
C -0.383 -1.643 -0.463 -0.401 0.322 -0.099 -0.249
C -0.829 -0.339 -0.613 1.137 0.121 0.302 0.271
O -2.163 -0.079 -0.744 -0.443 0.546 -0.019 -0.688
S -2.833 1.164 0.082 -0.831 -0.123 0.901 2.388
O -3.190 2.286 -0.708 0.054 -0.265 -0.333 -0.866
O -2.094 1.357 1.290 0.047 -0.224 -0.004 -0.923
C -4.330 0.265 0.552 0.540 0.066 -0.423 -0.327
C -4.772 0.430 1.852 0.031 0.071 0.034 -0.171
C -5.869 -0.282 2.313 0.015 0.015 -0.122 -0.184
C -6.509 -1.188 1.481 0.098 0.114 0.015 -0.186
C -6.060 -1.375 0.186 0.237 0.119 -0.239 -0.208
C -4.980 -0.633 -0.278 -0.542 -0.066 0.833 0.126
N -4.562 -0.828 -1.651 -0.173 -0.156 -0.292 0.516
O -4.283 0.153 -2.293 -0.036 0.280 -0.289 -0.339
O -4.556 -1.969 -2.056 0.056 -0.439 -0.219 -0.371
H -0.359 3.928 -0.813 0.096 -0.010 0.012 0.212
H 1.117 3.130 -1.429 -0.042 -0.005 0.046 0.187
H 0.766 3.134 0.323 -0.009 -0.021 -0.025 0.188
H 2.146 1.279 -0.478 -0.006 0.027 -0.010 0.273
H 3.389 -2.297 -0.025 0.048 0.103 -0.002 0.241
H 6.351 2.153 -0.171 -0.021 -0.216 0.020 0.434
H 7.637 -1.643 0.382 -0.141 0.153 -0.030 0.435
H 1.305 -2.911 -0.212 0.055 -0.095 0.016 0.219
H -1.103 -2.446 -0.463 -0.095 -0.078 0.020 0.236
H -4.228 1.109 2.488 0.019 0.028 0.158 0.250
H -6.214 -0.139 3.325 -0.003 0.022 0.089 0.228
H -7.355 -1.754 1.841 -0.067 -0.048 0.017 0.228
H -6.534 -2.083 -0.478 0.009 -0.021 -0.040 0.247
```
Forces are in eV/Å.

Net charge ... 0
E_tot ... -1933.27720 hartree
F_max ... 0.0240 Eh/bohr
E_LUMO ... -1.20 eV
HOMO-LUMO gap ... 7.71 eV
SMILES ... COc1cc(C=C2C(=O)NC(=O)NC2=O)ccc1OS(=O)(=O)c1ccccc1[N+](=O)[O-]

***

Record 4
Below is a molecular structure, C18H14AuBrCl3N3O2, with properties calculated with ωB97M-V with the def2-TZVPD basis set.

XYZ file:
```
42
Properties=species:S:1:pos:R:3:forces:R:3:nbo_charge:R:1
Au -1.260 -1.434 -0.345 -0.537 -0.210 -0.029 0.733
O -4.690 -1.425 0.418 -0.256 -0.084 0.314 -0.713
C -4.231 -0.790 1.521 -0.002 -0.140 -0.201 0.400
C -4.647 -1.245 2.769 0.038 -0.011 0.095 -0.308
C -4.179 -0.634 3.924 -0.014 0.005 -0.043 -0.199
C -3.290 0.431 3.847 -0.029 -0.085 -0.077 -0.269
C -2.888 0.885 2.596 0.050 -0.015 0.023 -0.179
C -3.348 0.297 1.424 0.017 0.020 0.100 -0.186
C -2.993 0.823 0.037 0.223 0.055 0.126 0.236
O -2.876 -0.196 -0.885 0.339 0.154 -0.122 -0.883
N -1.769 1.680 0.100 -0.018 -0.263 -0.114 -0.449
N -0.658 1.084 -0.365 0.027 0.049 0.156 -0.225
C 0.311 1.774 -0.802 0.315 0.060 -0.123 -0.031
C 1.552 1.198 -1.350 -0.368 0.016 0.269 -0.101
Br 1.790 -0.672 -1.200 0.047 -0.019 -0.013 0.069
C 2.452 1.960 -1.961 0.301 0.196 -0.128 -0.201
C 3.744 1.567 -2.574 -0.196 0.048 0.052 -0.087
C 4.730 0.905 -1.847 0.007 -0.066 0.041 -0.193
C 5.939 0.572 -2.442 -0.020 0.038 -0.012 -0.208
C 6.179 0.902 -3.769 -0.039 -0.003 0.010 -0.213
C 5.205 1.569 -4.500 -0.040 -0.003 0.055 -0.213
C 3.997 1.904 -3.902 0.063 0.051 -0.054 -0.149
H -4.130 -1.111 -0.335 0.054 0.101 -0.053 0.512
H -5.332 -2.084 2.808 0.033 0.050 0.003 0.219
H -4.511 -0.996 4.890 -0.001 0.005 -0.018 0.208
H -2.915 0.904 4.746 -0.014 -0.010 -0.025 0.209
H -2.188 1.707 2.519 -0.029 0.010 -0.002 0.218
H -3.785 1.510 -0.289 -0.062 0.015 0.009 0.161
H -1.896 2.644 -0.175 -0.020 0.013 -0.196 0.354
H 0.260 2.866 -0.817 0.033 0.018 -0.075 0.164
H 2.188 3.015 -2.031 0.044 -0.044 -0.045 0.218
H 4.547 0.654 -0.809 0.015 0.005 -0.037 0.220
H 6.697 0.059 -1.864 -0.018 0.011 -0.014 0.215
H 7.123 0.643 -4.232 -0.023 0.004 0.013 0.215
H 5.384 1.832 -5.535 -0.011 -0.009 0.038 0.213
H 3.239 2.430 -4.470 0.017 -0.019 0.004 0.206
Cl -1.652 -5.848 2.566 -0.029 -0.038 -0.024 0.095
C -0.650 -4.421 2.836 -0.013 0.241 -0.505 -0.232
Cl 0.974 -4.886 3.328 0.182 -0.070 0.103 0.092
Cl -1.392 -3.339 3.998 -0.135 0.143 0.253 0.118
C -0.549 -3.662 1.574 0.152 -0.592 0.317 0.340
N -0.479 -3.073 0.597 -0.086 0.371 -0.073 -0.377
```
Forces are in eV/Å.

Net charge ... 0
E_tot ... -5099.23901 hartree
F_max ... 0.0134 Eh/bohr
E_LUMO ... -0.07 eV
ΔE to the lowest compared entry with this formula, charge and spin ... 0.0 kJ/mol
HOMO-LUMO gap ... 7.87 eV

***

Record 5
Below is C18H14BFO4 in the gas phase at a distorted geometry, with properties calculated with ωB97M-V with the def2-TZVPD basis set.

XYZ file:
```
38
Properties=species:S:1:pos:R:3:forces:R:3:nbo_charge:R:1
C -0.109 -3.131 2.486 0.233 0.553 0.089 -0.587
C -1.558 -2.599 2.642 -0.259 -0.199 0.300 -0.802
B -2.329 -2.398 1.281 0.006 -0.402 0.272 1.062
O -2.976 -3.540 0.768 0.443 0.500 -0.209 -0.939
C -2.534 -1.084 0.422 -0.391 -0.197 0.108 -0.308
C -3.688 -1.051 -0.370 -0.274 -0.630 0.178 -0.166
C -3.984 0.007 -1.181 -0.720 0.925 -0.934 -0.203
C -3.139 1.097 -1.293 -0.264 0.030 -0.026 -0.178
C -1.998 1.084 -0.537 1.119 0.948 0.046 -0.063
C -1.705 0.029 0.316 0.524 -0.311 0.817 -0.135
C -0.424 0.175 1.096 1.136 0.448 0.111 0.555
O -0.269 0.029 2.287 -0.523 -0.311 -0.400 -0.505
C 0.752 0.674 0.263 -1.731 -0.608 0.695 -0.042
C 2.010 0.140 0.368 0.735 -0.274 0.192 -0.184
C 2.991 0.642 -0.462 0.218 -0.165 -0.052 -0.193
C 2.691 1.652 -1.353 0.854 0.913 -1.094 -0.012
C 3.797 2.153 -2.287 -0.558 -0.724 1.179 -0.549
C 4.975 2.763 -1.528 0.878 -0.196 -1.583 0.879
O 6.064 2.878 -2.014 -1.124 0.154 1.101 -0.523
F 4.700 3.127 -0.261 0.195 0.018 -0.390 -0.325
C 1.435 2.207 -1.424 -0.557 0.315 0.029 -0.171
C 0.449 1.702 -0.599 -0.472 0.462 -0.379 -0.134
C -0.979 2.206 -0.629 -0.038 -0.160 0.179 0.559
O -1.276 3.379 -0.689 0.176 -0.580 -0.358 -0.500
H 0.204 -3.629 3.408 -0.053 -0.160 -0.261 0.215
H 0.013 -3.804 1.628 -0.118 -0.130 0.272 0.190
H 0.616 -2.322 2.341 -0.249 -0.011 -0.055 0.208
H -1.609 -1.717 3.286 0.362 -0.040 -0.207 0.250
H -2.106 -3.380 3.193 -0.054 0.086 -0.283 0.230
H -2.364 -4.089 0.268 -0.210 -0.254 0.058 0.505
H -4.391 -1.878 -0.348 0.228 -0.043 0.098 0.233
H -4.892 0.048 -1.777 0.022 -0.342 0.155 0.218
H -3.361 1.927 -1.954 0.029 -0.039 0.111 0.233
H 2.247 -0.657 1.065 -0.218 0.098 0.011 0.231
H 4.009 0.262 -0.464 -0.157 -0.145 0.203 0.216
H 3.387 2.828 -3.040 0.308 0.147 0.142 0.255
H 4.185 1.265 -2.796 0.221 0.355 -0.168 0.252
H 1.166 3.004 -2.112 0.280 -0.031 0.053 0.228
```
Forces are in eV/Å.

Net charge ... 0
E_tot ... -1120.05557 hartree
F_max ... 0.0382 Eh/bohr
E_LUMO ... -0.53 eV
HOMO-LUMO gap ... 9.20 eV
SMILES ... CCB(O)c1cccc2c1C(=O)c1ccc(CC(=O)F)cc1C2=O